(1)
A molecular structure, C14H35AsF6NO8PS2 at a distorted geometry. Source: the Open Molecules 2025 dataset; level of theory: wB97M-V/def2-TZVPD.

Element x y z (Å)
N: 3.93820 4.80101 2.85704
H: 4.93959 4.67385 2.82354
H: 3.54216 3.90511 2.61084
H: 3.77423 5.66262 2.35621
H: 3.73661 4.97125 3.83197
As: 2.60989 1.54769 -0.18093
F: 1.50608 1.93050 -1.52562
F: 2.12779 3.04158 0.55191
F: 3.63800 1.11497 1.27665
F: 3.05880 0.10674 -1.15118
F: 3.99023 2.35956 -0.98598
F: 1.26123 0.62208 0.64581
C: -0.13328 -1.69871 -1.56683
C: 0.96485 -1.62538 -2.64400
C: 0.49621 -0.62791 -3.80034
S: -1.34669 -1.07582 -4.00487
O: -1.33294 -2.38573 -4.77033
O: -2.23932 0.05350 -4.33546
C: -1.49085 -1.35360 -2.21124
H: 0.13603 -0.96102 -0.81093
H: -0.34981 -2.64237 -1.06610
H: 0.93346 -2.59061 -3.14942
H: 1.98329 -1.51533 -2.27149
H: 0.78302 -0.75918 -4.84371
H: 0.69423 0.42763 -3.61402
H: -2.41048 -1.93828 -2.18824
H: -1.84518 -0.40607 -1.80539
C: 4.14119 -2.25494 1.39404
C: 3.28839 -3.50540 1.77785
C: 3.30853 -4.41448 0.52428
S: 5.05703 -4.40603 -0.07975
O: 5.02077 -4.12382 -1.51449
O: 5.84711 -5.59037 0.36342
C: 5.44928 -2.94296 0.85039
H: 4.39701 -1.72385 2.31089
H: 3.64290 -1.50201 0.78338
H: 2.24439 -3.37718 2.06370
H: 3.59164 -3.94192 2.72946
H: 2.58263 -4.10642 -0.22823
H: 2.85166 -5.38920 0.69544
H: 6.13456 -2.40516 0.19520
H: 6.03799 -3.23172 1.72110
C: -3.28717 4.19297 0.83410
C: -2.22087 3.07916 0.58557
O: -3.01172 2.01311 0.10333
P: -3.99057 1.15060 1.07229
O: -4.16798 1.63352 2.45915
O: -5.37155 0.85192 0.29018
C: -5.92500 1.81015 -0.49944
C: -7.36668 1.54159 -1.07122
O: -3.17792 -0.25425 0.96945
C: -1.88429 -0.25701 1.61954
C: -1.32360 -1.64109 1.81281
H: -3.74082 4.39180 -0.13686
H: -3.93657 4.21886 1.70916
H: -2.81900 5.15158 1.05768
H: -1.49759 3.47597 -0.12681
H: -1.80161 2.78521 1.54782
H: -5.65559 2.74560 -0.00908
H: -5.36631 1.84792 -1.43461
H: -7.79661 2.52382 -1.26734
H: -7.40477 0.83690 -1.90192
H: -8.03462 1.13510 -0.31180
H: -1.14408 0.32323 1.06861
H: -2.04197 0.12033 2.62991
H: -1.14919 -2.20366 0.89565
H: -0.39041 -1.81519 2.34848
H: -2.05399 -2.38075 2.14074

Calculated values
* expectation value of S²: 0.759
* HOMO energy (alpha / beta): -0.440 / -0.440 Ha
* max |F|: 0.0861 Eh/bohr
* Kohn-Sham gap (alpha / beta): 8.2177 / 3.2072 eV
* charge: +1
* multiplicity: 2

***

(2)
A molecular structure, C14H35MgN3S2 at a distorted geometry. Source: the Open Molecules 2025 dataset; level of theory: wB97M-V/def2-TZVPD.

Element x y z (Å)
Mg: -0.89586 -0.37824 0.00209
S: 1.23631 -1.47057 -1.35388
S: -0.86833 2.25117 -0.03345
C: 2.41814 -0.62110 -2.47145
C: 0.03854 -1.87516 -2.70276
C: -0.59475 -0.63250 -3.30058
N: -1.30340 0.12731 -2.26251
C: -1.61201 1.51869 -2.64346
C: -2.07387 2.30127 -1.41517
H: -0.68572 -2.56650 -2.24813
H: 0.62380 -2.41482 -3.45425
H: -1.31925 -0.94607 -4.06310
H: 0.15471 -0.00143 -3.78760
H: -2.44894 1.48075 -3.36156
H: -0.74570 1.99165 -3.13259
H: -3.01802 1.92004 -0.99787
H: -2.19961 3.36066 -1.65986
C: 0.39768 3.23654 -0.91728
H: -2.22710 -0.31804 -2.22032
H: 0.87752 2.68365 -1.73431
H: 1.15309 3.54245 -0.18798
H: -0.09928 4.13235 -1.30800
H: 3.40028 -0.68600 -1.99489
H: 2.16284 0.43318 -2.62546
H: 2.45125 -1.14939 -3.42965
C: -2.82980 -1.22326 -0.44311
C: -2.99642 -1.83550 0.78308
H: -2.61597 -1.90024 -1.28357
H: -3.44559 -0.34391 -0.68103
H: -2.82494 -2.91355 0.85678
H: -3.68275 -1.39641 1.50528
C: 1.62416 1.70925 2.17102
N: 2.04353 0.46024 1.56080
C: 3.24122 0.60439 0.77386
C: 2.17359 -0.59393 2.54637
C: 0.84265 -0.79557 3.23446
N: -0.22906 -0.88957 2.22193
C: -0.29531 -2.31694 1.76469
C: -1.48085 -0.33922 2.80139
H: 1.60228 2.48683 1.39704
H: 2.32465 2.00854 2.98606
H: 0.61359 1.60498 2.58774
H: 3.38365 -0.29320 0.16145
H: 3.08727 1.46582 0.11828
H: 4.13605 0.78128 1.40205
H: 2.42894 -1.53909 2.04218
H: 2.93203 -0.32807 3.32457
H: 0.89385 -1.74678 3.78215
H: 0.62313 0.02529 3.92171
H: -0.86151 -2.89510 2.52263
H: -0.79353 -2.42758 0.77513
H: 0.74264 -2.70664 1.65157
H: -1.33930 0.63914 3.32288
H: -2.19070 -0.16268 1.98306
H: -1.92985 -1.05842 3.51359

Calculated values
* ΔE to the lowest compared entry with this formula, charge and spin: 40.2 kcal per mole
* HOMO energy: -0.522 Ha
* max |F|: 0.0720 Eh/bohr
* Kohn-Sham gap: 6.8880 eV
* charge: +2
* multiplicity: 1

***

(3)
2 unconnected molecules or ions with the total composition C14H35N3O2PSi2 at a distorted geometry. Source: the Open Molecules 2025 dataset; level of theory: wB97M-V/def2-TZVPD.

Element x y z (Å)
C: 5.73364 -0.07163 1.18685
C: 4.45323 0.07763 1.50651
C: 2.86412 0.34263 1.25212
P: 2.05117 -0.95193 0.12698
C: 3.31158 -0.72449 -1.28020
C: 3.26782 0.76924 -1.97040
C: 3.93452 0.56225 -3.45791
C: 5.48277 0.08593 -3.39127
C: 5.65829 -1.53611 -3.58134
N: 6.43539 -2.11859 -2.43475
O: 0.78721 -1.17165 1.34229
N: 0.46460 -2.49459 1.33805
O: 0.82024 -2.98893 2.38076
H: 6.85873 -0.09551 0.90796
H: 2.64315 1.40908 0.88107
H: 2.37730 0.23180 2.30656
H: 2.32658 -2.36234 0.12633
H: 1.02090 -0.45647 -0.77834
H: 2.97385 -1.44661 -2.13840
H: 4.39279 -1.04487 -1.02291
H: 2.15271 1.07213 -2.06312
H: 3.88414 1.51437 -1.32231
H: 3.30813 -0.15766 -4.11393
H: 3.89826 1.60724 -3.96143
H: 6.00738 0.54823 -4.32394
H: 5.99750 0.40814 -2.39671
H: 4.62700 -2.06909 -3.63183
H: 6.24753 -1.77767 -4.55967
H: 7.06431 -2.86184 -2.81781
H: 5.79836 -2.58879 -1.75332
C: -6.80704 2.73993 1.99393
Si: -5.72504 1.28688 1.45000
C: -5.92896 1.11080 -0.40975
C: -6.41582 -0.25359 2.27548
N: -4.09736 1.62822 1.91841
Si: -2.81288 0.52202 1.58891
C: -2.55929 0.22117 -0.24937
C: -3.04144 -1.13636 2.44244
C: -1.21016 1.27242 2.25554
H: -7.84987 2.55846 1.71370
H: -6.76019 2.87227 3.07723
H: -6.47941 3.66640 1.51354
H: -6.99099 1.13417 -0.67817
H: -5.52235 0.16414 -0.77212
H: -5.43163 1.92973 -0.93631
H: -6.21529 -0.24472 3.34961
H: -5.99162 -1.16496 1.84840
H: -7.50136 -0.30330 2.13559
H: -3.34605 -0.41081 -0.66655
H: -1.60505 -0.28938 -0.42090
H: -2.53910 1.16536 -0.80031
H: -3.30672 -1.00169 3.49362
H: -2.11208 -1.71549 2.40051
H: -3.81797 -1.73412 1.95968
H: -1.27934 1.43920 3.33404
H: -0.99680 2.22660 1.76659
H: -0.36992 0.59603 2.06726

Calculated values
* ΔE to the lowest compared entry with this formula, charge and spin: 86.1 kcal per mole
* HOMO energy: -0.114 Ha
* max |F|: 0.1320 Eh/bohr
* Kohn-Sham gap: 5.0567 eV
* charge: -1
* multiplicity: 1

***

(4)
A molecular structure, C14H36IN3O12P2S. Source: the Open Molecules 2025 dataset; level of theory: wB97M-V/def2-TZVPD.

Element x y z (Å)
N: 1.16846 -2.12576 -0.86401
C: 1.35951 -2.67302 -2.17265
P: 2.94007 -3.63299 -2.11653
O: 2.95005 -4.51395 -0.95494
O: 2.99519 -4.37562 -3.52120
O: 4.16502 -2.61035 -2.16305
O: 1.39334 -1.53965 -3.13312
S: 0.16849 -1.60498 -4.14633
O: 0.56672 -2.31630 -5.31005
O: -0.46259 -0.34283 -4.26456
O: -0.72437 -2.52114 -3.18630
C: 0.20359 -3.51631 -2.68325
P: -0.47474 -4.87133 -1.59277
O: -1.40175 -5.62230 -2.72080
I: -2.16311 -3.62722 -0.35831
H: 0.21935 -1.76761 -0.76309
H: 1.76617 -1.31297 -0.76814
H: 3.90731 -4.43166 -3.82921
H: 3.92448 -1.71749 -1.90569
H: 0.53216 -4.05715 -3.57737
H: -0.93481 -5.67658 -3.56011
C: -3.56810 5.90887 -0.93965
O: -3.92386 4.71929 -1.61412
C: -3.51488 4.67115 -2.97608
C: -2.44320 3.62536 -3.18593
N: -1.18786 4.02580 -2.56326
C: -0.16557 2.98497 -2.54272
C: -0.44571 1.72775 -1.73014
O: -0.50004 1.93698 -0.32840
C: -1.76163 2.32752 0.18187
H: -4.04331 5.88152 0.03934
H: -2.48476 5.99435 -0.79924
H: -3.92629 6.79196 -1.47734
H: -3.17286 5.65260 -3.31637
H: -4.39189 4.39593 -3.56880
H: -2.27908 3.49356 -4.25908
H: -2.82535 2.67648 -2.78521
H: -1.37254 4.31867 -1.61289
H: 0.74699 3.43745 -2.14536
H: 0.04929 2.68799 -3.57358
H: 0.39435 1.04637 -1.89362
H: -1.34097 1.19980 -2.07550
H: -2.58297 1.89965 -0.39823
H: -1.87014 3.41537 0.21196
H: -1.83150 1.95951 1.20627
C: 1.26356 1.28260 5.85441
O: 2.25860 0.52815 5.19285
C: 2.45379 -0.77853 5.72099
C: 2.00584 -1.83530 4.73665
N: 0.55654 -1.84131 4.59267
C: 0.06105 -2.68761 3.50986
C: 0.44176 -2.31754 2.08380
O: -0.12950 -1.10520 1.61589
C: 0.59687 0.07381 1.91497
H: 1.29957 2.29262 5.45001
H: 0.26002 0.87572 5.68786
H: 1.45243 1.33024 6.93113
H: 1.93801 -0.89490 6.67825
H: 3.52625 -0.89913 5.89948
H: 2.32898 -2.81662 5.09578
H: 2.52050 -1.63866 3.78567
H: 0.23928 -0.89394 4.43458
H: -1.03075 -2.68442 3.57184
H: 0.38522 -3.71582 3.69708
H: 0.04033 -3.08527 1.41999
H: 1.52504 -2.31061 1.92663
H: 1.67378 -0.11442 1.95221
H: 0.27893 0.51845 2.86267
H: 0.39724 0.79605 1.12232

Calculated values
* HOMO energy: -0.315 Ha
* max |F|: 0.0192 Eh/bohr
* Kohn-Sham gap: 8.4103 eV
* multiplicity: 1

***

Number 3 is which compound?
C14H35N3O2PSi2